Entry 1:
# C12H24Cl8O5

6 unconnected molecules or ions with the total composition C12H24Cl8O5 (the ωB97M-V functional and the def2-TZVPD basis, the OMol25 dataset).

F_max	4.47	eV/Å
HOMO	-10.26	eV
LUMO	0.383	eV
gap between HOMO and LUMO	10.640	eV

ORCA input file:
```
! RIJCOSX wB97M-V def2-TZVPD def2/J DEFGRID3
* xyz 0 1
C -3.971 6.543 -17.667
C -3.991 8.060 -17.511
O -3.912 8.692 -18.754
C -3.964 10.035 -18.805
O -4.202 10.779 -17.888
O -3.843 10.351 -20.095
C -3.821 11.767 -20.469
H -4.209 6.017 -16.742
H -2.969 6.230 -17.960
H -4.634 6.166 -18.446
H -3.157 8.378 -16.886
H -4.930 8.345 -17.038
H -4.808 12.122 -20.767
H -3.152 11.914 -21.316
H -3.313 12.331 -19.686
C 2.095 13.931 -22.431
C 2.217 13.003 -21.234
O 3.442 13.218 -20.625
C 4.717 12.845 -21.178
C 5.892 13.035 -20.254
O 4.892 12.329 -22.282
H 2.277 14.941 -22.066
H 1.067 13.942 -22.794
H 2.737 13.590 -23.243
H 1.455 13.153 -20.470
H 2.103 11.961 -21.532
H 5.722 13.916 -19.635
H 6.848 13.003 -20.777
H 5.846 12.105 -19.688
Cl -3.222 10.533 -24.837
C -4.960 10.297 -25.288
Cl -5.219 10.635 -26.985
H -5.183 9.271 -24.996
H -5.614 11.032 -24.820
Cl -2.597 7.800 -22.394
C -1.529 7.093 -21.095
Cl -1.965 5.397 -20.857
H -0.529 7.212 -21.514
H -1.648 7.626 -20.151
Cl 5.146 8.729 -27.021
C 3.563 9.700 -26.897
Cl 2.176 8.767 -27.408
H 3.444 10.082 -25.883
H 3.621 10.512 -27.621
Cl -0.614 11.508 -21.958
C -0.082 10.267 -23.096
Cl 1.370 10.733 -24.041
H 0.170 9.324 -22.612
H -0.826 9.983 -23.841
*
```

Entry 2:
# C12H24KN2O4S

A molecular structure, C12H24KN2O4S (the ωB97M-V functional and the def2-TZVPD basis, the OMol25 dataset).

F_max	0.51	eV/Å
HOMO	-11.09	eV
LUMO	-2.104	eV
gap between HOMO and LUMO	8.990	eV

ORCA input file:
```
! RIJCOSX wB97M-V def2-TZVPD def2/J DEFGRID3
* xyz 1 1
K -1.360 -0.699 1.017
C 1.408 -2.868 0.376
C 0.610 -3.404 1.560
O -0.800 -3.331 1.393
C -1.293 -4.032 0.262
C -2.746 -3.685 -0.001
O -2.992 -2.328 -0.352
C -2.962 -1.988 -1.734
C -1.595 -1.628 -2.285
O -1.099 -0.461 -1.651
C 0.276 -0.189 -1.890
C 1.223 -1.268 -1.375
O 0.876 -1.624 -0.048
H 1.384 -3.579 -0.457
H 2.455 -2.772 0.680
H 0.833 -2.839 2.464
H 0.931 -4.440 1.712
H -1.227 -5.114 0.430
H -0.697 -3.801 -0.623
H -3.341 -3.888 0.890
H -3.096 -4.349 -0.799
H -3.638 -1.141 -1.852
H -3.351 -2.818 -2.334
H -1.694 -1.460 -3.365
H -0.910 -2.468 -2.148
H 0.479 0.762 -1.400
H 0.471 -0.086 -2.964
H 2.247 -0.881 -1.428
H 1.186 -2.157 -2.015
C 2.990 3.601 1.128
N 1.672 4.188 1.048
C 1.506 5.638 1.044
C -0.015 5.789 0.999
N -0.429 4.509 1.557
C 0.544 3.581 1.474
S 0.378 1.962 1.857
H 3.605 3.986 0.315
H 2.901 2.522 1.037
H 3.471 3.838 2.081
H 2.003 6.088 0.186
H 1.932 6.067 1.958
H -0.377 5.907 -0.026
H -0.372 6.623 1.597
H -1.388 4.236 1.679
*
```

Entry 3:
# C12H24LaNO4P2

A molecular structure, C12H24LaNO4P2 (the ωB97M-V functional and the def2-TZVPD basis, the OMol25 dataset).

F_max	1.76	eV/Å
HOMO (spin up / spin down)	-15.87 / -14.93	eV
LUMO (spin up / spin down)	-8.439 / -9.764	eV
gap between HOMO and LUMO (spin up / spin down)	7.433 / 5.169	eV
energy above the lowest of the compared OMol25 structures with the same formula, charge and spin	0.0	kcal/mol

ORCA input file:
```
! RIJCOSX wB97M-V def2-TZVPD def2/J DEFGRID3
* xyz 2 1
La -0.896 1.433 0.777
P 1.878 1.652 0.522
C 2.474 0.045 0.252
C 1.641 -1.103 0.451
N 0.258 -0.954 0.524
C -0.499 -2.070 0.630
C 0.048 -3.331 0.839
C 1.439 -3.495 0.830
C 2.240 -2.383 0.607
C -2.011 -1.939 0.634
P -2.666 -0.464 -0.330
H 3.331 -2.452 0.596
H -0.617 -4.169 1.013
H 1.886 -4.468 0.999
H -2.484 -2.842 0.223
H -2.375 -1.837 1.673
H 2.909 -0.560 -2.393
H 3.537 -0.176 0.152
H 0.544 0.488 -3.909
O 2.614 -0.481 -3.328
H 3.424 -0.688 -3.829
H -0.857 2.210 -1.416
O -0.233 1.077 -3.973
H -0.935 0.627 -3.451
C -2.785 -1.119 -2.012
H -3.488 -1.957 -2.109
H -3.118 -0.283 -2.652
H -1.783 -1.439 -2.350
C -4.349 -0.176 0.287
H -4.749 0.664 -0.303
H -5.008 -1.046 0.181
H -4.306 0.128 1.346
C 2.343 2.197 2.216
H 3.437 2.286 2.283
H 1.875 3.172 2.434
H 1.988 1.452 2.949
C 2.417 2.889 -0.697
H 1.993 3.866 -0.401
H 3.514 2.960 -0.749
H 1.995 2.605 -1.680
O -1.339 3.168 2.300
C -1.158 2.419 3.336
O -0.854 1.179 3.217
H -1.277 2.916 4.312
*
```

Entry 4:
# C12H24N

2 unconnected molecules or ions with the total composition C12H24N (the ωB97M-V functional and the def2-TZVPD basis, the OMol25 dataset).

F_max	4.02	eV/Å
HOMO	-11.76	eV
LUMO	-3.479	eV
gap between HOMO and LUMO	8.285	eV
energy above the lowest of the compared OMol25 structures with the same formula, charge and spin	89.5	kcal/mol

ORCA input file:
```
! RIJCOSX wB97M-V def2-TZVPD def2/J DEFGRID3
* xyz 1 1
C 0.505 -1.722 2.317
C 0.141 -1.826 1.029
C 0.085 -0.749 0.039
C 0.953 -0.764 -1.206
C 1.757 -1.980 -1.456
C 0.689 0.003 -2.480
C 2.021 1.907 1.337
C -1.639 1.745 0.226
C -2.527 -0.101 1.501
C -2.569 -0.141 -1.174
C 1.743 1.480 -0.120
C -2.064 0.330 0.131
N 1.241 0.108 -0.027
H 0.529 -2.585 3.011
H 0.926 -0.829 2.868
H -0.367 -2.780 0.838
H 1.084 -2.626 -2.002
H 2.086 -2.531 -0.496
H 2.578 -1.768 -2.036
H 1.514 -0.068 -3.254
H 0.382 1.020 -2.284
H -0.091 -0.474 -3.006
H 1.189 1.743 1.940
H 2.867 1.258 1.642
H 2.304 2.969 1.500
H -1.091 2.150 -0.738
H -0.879 1.837 1.017
H -2.519 2.346 0.378
H -3.632 -0.034 1.613
H -2.278 -1.237 1.830
H -2.321 0.619 2.228
H -3.625 0.043 -1.331
H -2.412 -1.277 -1.303
H -2.214 0.542 -1.991
H 2.680 1.430 -0.682
H 1.052 2.265 -0.542
H 1.901 -0.303 0.687
*
```

Entry 5:
# C12H24NO2

A gas-phase ion, C12H24NO2 (charge +1) (the ωB97M-V functional and the def2-TZVPD basis, the OMol25 dataset).

F_max	5.78	eV/Å
HOMO (spin up / spin down)	-10.09 / -9.69	eV
LUMO (spin up / spin down)	-2.986 / -3.354	eV
gap between HOMO and LUMO (spin up / spin down)	7.108 / 6.337	eV
energy above the lowest of the compared OMol25 structures with the same formula, charge and spin	150.6	kcal/mol

ORCA input file:
```
! RIJCOSX wB97M-V def2-TZVPD def2/J DEFGRID3
* xyz 1 1
C -2.679 -1.086 -1.004
C -1.837 -1.918 0.075
C -2.358 0.358 -1.009
C -0.385 -1.748 -0.208
C -0.855 0.434 -1.425
C 2.220 -0.270 0.706
C 2.036 0.526 1.963
C -0.140 -0.219 -0.287
C -0.353 1.027 2.303
C -1.715 0.814 2.925
C 2.587 0.776 -2.543
C 1.984 -0.371 -1.706
N 1.380 0.179 -0.428
O 0.713 0.290 2.576
O -0.031 2.190 1.638
H -2.525 -1.607 -1.904
H -3.730 -1.104 -0.757
H -2.048 -1.623 1.064
H -2.322 -2.888 -0.020
H -2.753 0.805 -1.818
H -2.670 0.776 -0.041
H 0.238 -2.012 0.731
H 0.022 -2.039 -1.078
H -0.872 -0.104 -2.297
H -0.592 1.569 -1.776
H 3.264 -0.224 0.419
H 2.105 -1.431 0.693
H 2.558 0.190 2.843
H 2.326 1.555 1.965
H -1.862 -0.190 2.742
H -2.506 1.454 2.640
H -1.698 0.816 4.030
H 1.790 1.464 -2.586
H 3.506 1.052 -2.101
H 2.847 0.349 -3.437
H 2.735 -1.070 -1.602
H 1.225 -0.737 -2.407
H 1.267 1.210 -0.438
H -0.873 2.811 1.558
*
```